4 unconnected molecules or ions with the total composition C34H27F3O16, computed with ωB97M-V/def2-TZVPD.

Calculated values
- total charge = 0
- gap between HOMO and LUMO (eV) = 7.25
- E_tot (Ha) = -2815.238052
- 2S+1 = 1
- E_HOMO (eV) = -9.009
- SMILES string = CCc1ccc(OC[C@H](C)O)c2c1C(=O)C=C(C(F)(F)F)C2=O.O=C1C=C(O)C(=O)C=C1O.O=C1C=C(O)C(=O)C=C1O.O=C1C=C(O)C(=O)C=C1O

Cartesian coordinates (Å):
C -6.1347 -2.2034 -0.0385
C -5.2113 -3.0740 -0.9222
C -3.8420 -2.4596 -1.1040
C -3.7478 -1.0657 -1.2335
C -2.5285 -0.4282 -1.3885
C -1.3366 -1.1434 -1.4378
O -0.1372 -0.5021 -1.5630
C 0.1438 0.4168 -0.5086
C 0.8246 -0.1995 0.7268
C 2.3418 -0.0695 0.7412
O 0.4434 -1.5558 0.9225
C -1.4028 -2.5351 -1.3529
C -2.6389 -3.1855 -1.1736
C -2.6241 -4.6636 -1.0389
O -3.5687 -5.3848 -1.2372
C -1.3478 -5.2717 -0.5982
C -0.1798 -4.6707 -0.7857
C 1.0985 -5.3401 -0.3627
F 2.1676 -4.5622 -0.5009
F 1.0394 -5.7104 0.9215
F 1.3125 -6.4518 -1.0851
C -0.1708 -3.3524 -1.4662
O 0.7632 -2.9879 -2.1278
H -6.8392 -2.8260 0.5018
H -5.5308 -1.6863 0.7055
H -6.6635 -1.4460 -0.6083
H -5.1567 -4.0443 -0.4573
H -5.6790 -3.1729 -1.8984
H -4.6288 -0.4456 -1.2147
H -2.4999 0.6479 -1.4792
H 0.8221 1.1548 -0.9168
H -0.7603 0.9253 -0.1849
H 0.4557 0.3554 1.5891
H 2.8050 -0.7833 0.0647
H 2.6781 -0.2483 1.7596
H 2.6243 0.9480 0.4820
H 1.2244 -2.1100 0.8406
H -1.3660 -6.2508 -0.1421
C 0.2453 6.2507 -1.6441
C 0.2126 4.9518 -1.3213
C 0.5481 4.4707 0.0638
O 0.4723 3.2696 0.2795
C 0.9382 5.4444 1.0585
C 0.9693 6.7448 0.7418
C 0.6138 7.2329 -0.6365
O 0.6528 8.4311 -0.8390
O 1.3064 7.6953 1.6031
O -0.1163 3.9972 -2.1864
H 0.0047 6.6092 -2.6348
H 1.1855 5.0813 2.0444
H 1.2409 8.5391 1.1157
H -0.0616 3.1532 -1.7002
C -2.1258 4.7289 4.7936
C -2.5355 4.0679 5.8855
C -2.5960 2.5628 5.9320
O -2.9641 2.0484 6.9707
C -2.2153 1.8176 4.7447
C -1.8069 2.4794 3.6541
C -1.7308 3.9812 3.6164
O -1.3396 4.4839 2.5787
O -1.4326 1.8777 2.5311
O -2.9165 4.6737 7.0007
H -2.0792 5.8078 4.7491
H -2.2719 0.7390 4.7839
H -1.1591 2.5877 1.9141
H -3.1579 3.9632 7.6266
C 5.1106 -3.0669 -4.6523
C 4.1723 -2.5889 -3.8210
C 4.4027 -2.4940 -2.3369
O 3.5040 -2.0177 -1.6726
C 5.6622 -2.9718 -1.7954
C 6.5944 -3.4547 -2.6269
C 6.3799 -3.5183 -4.1163
O 7.2919 -3.9562 -4.7945
O 7.7720 -3.9086 -2.2162
O 2.9831 -2.1736 -4.2276
H 4.9588 -3.1381 -5.7198
H 5.8082 -2.9167 -0.7258
H 8.2463 -4.1911 -3.0224
H 2.4832 -1.9112 -3.4262